No. 1
51
Properties=species:S:1:pos:R:3 method="wB97M-V/def2-TZVPD" e_homo_ev=-10.8 orbital_gap_ha=0.4163 e_tot_ev=-52941.25311 e_lumo_ev=0.483
C 6.839 -0.684 -0.002
C 5.599 0.085 -0.463
C 4.584 -0.793 -1.189
C 3.324 -0.016 -1.599
B 2.027 -0.288 -0.782
O 1.953 -1.266 0.205
B 1.092 -1.052 1.254
O -0.104 -0.410 0.990
B -0.022 0.608 0.051
O 0.880 0.476 -0.978
H 7.747 -0.087 -0.091
H 6.986 -1.587 -0.599
H 6.761 -1.001 1.039
H 5.890 0.906 -1.125
H 5.106 0.550 0.398
H 5.066 -1.229 -2.068
H 4.312 -1.632 -0.544
H 3.079 -0.181 -2.656
H 3.499 1.066 -1.541
H 1.396 -1.336 2.367
H -0.671 1.594 0.174
O -1.050 -6.394 1.844
S -2.226 -6.171 1.056
O -2.336 -6.816 -0.216
O -2.446 -4.610 0.893
C -1.300 -3.820 0.470
C -1.013 -3.953 -1.008
C -3.667 -6.511 2.005
H -0.443 -4.108 1.080
H -1.584 -2.801 0.726
H -0.672 -4.955 -1.263
H -0.232 -3.238 -1.275
H -1.905 -3.734 -1.594
H -3.586 -6.000 2.960
H -3.691 -7.590 2.141
H -4.536 -6.177 1.445
O -0.998 5.218 -0.482
S -2.035 6.187 -0.283
O -2.147 6.823 0.993
O -3.423 5.538 -0.690
C -3.736 4.233 -0.121
C -4.186 4.325 1.318
C -1.974 7.411 -1.542
H -2.861 3.594 -0.240
H -4.527 3.862 -0.769
H -3.376 4.645 1.971
H -4.528 3.340 1.641
H -5.010 5.030 1.419
H -1.910 6.918 -2.507
H -1.082 8.002 -1.347
H -2.865 8.029 -1.467



No. 2
12
Properties=species:S:1:pos:R:3 method="wB97M-V/def2-TZVPD" e_homo_ev=-9.3 orbital_gap_ha=0.2946 e_tot_ev=-20073.34967 e_lumo_ev=-1.251 e_above_lowest_kcal_mol=54.9
C -2.105 -0.216 -0.005
C -0.620 -0.212 -0.010
C 1.271 1.040 -0.003
C 2.074 -0.180 0.002
H -2.496 -1.222 -0.016
H -2.457 0.334 0.913
H -2.506 0.326 -0.868
H 1.809 1.955 -0.011
N -0.011 1.055 0.000
N -0.030 -1.350 -0.002
O 1.369 -1.324 0.003
S 3.703 -0.206 -0.003



No. 3
14
Properties=species:S:1:pos:R:3 method="wB97M-V/def2-TZVPD" e_homo_ev=-8.6 orbital_gap_ha=0.3594 e_tot_ev=-6349.12994 e_lumo_ev=1.169 e_above_lowest_kcal_mol=38.1
C 0.048 1.013 -0.823
C 0.972 0.256 0.210
C -0.239 0.346 1.147
C -1.050 0.130 -0.163
C -0.543 -1.268 -0.535
C 0.780 -1.195 -0.245
H -0.047 2.062 -0.481
H 0.339 0.900 -1.887
H 2.009 0.553 0.405
H -0.194 -0.304 2.075
H -0.382 1.352 1.526
H -2.176 0.284 -0.237
H -1.028 -2.164 -0.868
H 1.510 -1.964 -0.124



No. 4
11
Properties=species:S:1:pos:R:3 method="wB97M-V/def2-TZVPD" e_homo_ev=-8.6 orbital_gap_ha=0.3361 e_tot_ev=-8773.05369 e_lumo_ev=0.527 e_above_lowest_kcal_mol=107.0
O -0.983 0.239 -1.612
C -0.522 -0.566 -0.160
C 0.995 -0.706 -0.004
N 0.852 0.187 1.149
C -0.442 0.544 0.820
O -1.179 1.457 1.142
H -1.415 1.055 -1.277
H -1.621 -0.498 -1.460
H 1.329 -1.725 0.218
H 1.596 -0.278 -0.814
H 1.390 0.290 2.000